The following is a quantum chemistry calculation of C35H78I3N3O11P2S as an isolated structure, from the Open Molecules 2025 dataset.

- gap between HOMO and LUMO (eV) = 7.58
- multiplicity = 1
- HOMO level (eV) = -8.2

Geometry as XYZ:
```
133
C35H78I3N3O11P2S (ωB97M-V/def2-TZVPD)
C 3.91 -0.51 5.96
C 3.97 1.04 5.57
I 5.74 1.28 4.35
C 2.64 1.70 5.09
I 0.99 1.17 6.46
P 2.02 1.41 3.31
I 0.87 -0.75 4.03
C 0.32 2.21 2.95
C -0.65 1.39 2.04
C -2.01 1.07 2.84
C -2.55 -0.39 2.51
S -4.22 -0.23 1.73
C -4.10 -0.97 0.10
N -4.85 -0.81 -1.02
N -4.23 -1.63 -1.93
C -3.18 -2.24 -1.40
O -3.06 -1.86 -0.07
C 3.08 0.54 2.06
C 2.41 0.02 0.75
O 1.73 0.65 -0.02
C 2.73 -1.47 0.33
C 2.22 -2.65 1.00
C 2.65 -3.96 0.44
C 3.51 -4.07 -0.74
C 3.99 -2.86 -1.44
C 3.59 -1.58 -0.87
P 2.85 3.44 2.81
N 2.83 3.77 1.25
H 4.96 -0.77 6.27
H 3.27 -0.71 6.85
H 3.69 -1.17 5.08
H 4.23 1.54 6.55
H 2.74 2.82 5.22
H -0.21 2.46 3.92
H 0.48 3.22 2.46
H -0.99 2.08 1.20
H -0.25 0.49 1.53
H -1.84 1.08 3.95
H -2.76 1.87 2.62
H -1.82 -1.01 1.93
H -2.71 -0.94 3.48
H -2.45 -2.95 -1.82
H 3.92 1.23 1.76
H 3.58 -0.33 2.58
H 1.54 -2.58 1.88
H 2.29 -4.88 0.94
H 3.83 -5.06 -1.15
H 4.63 -2.91 -2.36
H 3.97 -0.66 -1.39
H 2.04 4.39 3.51
H 4.19 3.62 3.27
H 2.47 2.95 0.74
C -0.55 7.84 2.47
C 0.38 6.72 2.90
O 0.16 6.40 4.28
H -0.38 8.73 3.08
H -0.39 8.09 1.42
H -1.59 7.55 2.61
H 1.42 7.01 2.78
H 0.20 5.81 2.31
H -0.76 6.13 4.38
C 3.55 1.38 -5.34
C 4.47 0.24 -4.92
O 4.27 -0.08 -3.55
H 3.74 2.26 -4.73
H 3.71 1.64 -6.39
H 2.51 1.10 -5.20
H 5.51 0.53 -5.05
H 4.28 -0.65 -5.53
H 3.34 -0.35 -3.45
C -4.92 -3.90 -5.32
C -4.90 -2.63 -6.14
O -5.63 -1.61 -5.47
H -5.95 -4.24 -5.16
H -4.36 -4.70 -5.82
H -4.48 -3.74 -4.33
H -5.36 -2.79 -7.12
H -3.87 -2.28 -6.29
H -5.22 -1.47 -4.61
C 6.71 -4.87 6.19
C 5.82 -3.83 6.84
O 4.87 -3.33 5.91
H 7.23 -4.44 5.33
H 7.45 -5.26 6.89
H 6.11 -5.71 5.81
H 6.42 -2.99 7.20
H 5.29 -4.26 7.70
H 4.34 -4.07 5.61
C -4.94 -5.46 -9.31
C -4.01 -6.57 -8.85
O -4.26 -6.91 -7.49
H -4.81 -4.57 -8.68
H -4.74 -5.19 -10.35
H -5.98 -5.77 -9.21
H -2.97 -6.25 -8.93
H -4.14 -7.46 -9.47
H -5.18 -7.19 -7.43
C -9.27 -1.87 -4.95
C -9.58 -0.61 -4.18
O -9.40 -0.82 -2.79
H -9.92 -2.69 -4.62
H -9.41 -1.72 -6.02
H -8.24 -2.19 -4.77
H -10.62 -0.30 -4.34
H -8.93 0.21 -4.50
H -8.48 -1.08 -2.65
C -1.17 5.15 -0.62
C -0.66 6.28 -1.49
O 0.54 6.82 -0.95
H -1.36 5.51 0.40
H -2.10 4.74 -1.02
H -0.43 4.35 -0.54
H -1.39 7.09 -1.55
H -0.46 5.93 -2.51
H 1.19 6.10 -0.91
C -7.20 2.20 -1.33
C -6.68 3.35 -2.17
O -5.50 3.90 -1.59
H -7.42 2.53 -0.31
H -8.11 1.77 -1.77
H -6.45 1.41 -1.25
H -7.43 4.14 -2.23
H -6.45 3.01 -3.19
H -4.85 3.19 -1.54
C 9.50 -2.07 4.56
C 9.23 -0.79 5.33
O 9.46 -1.00 6.72
H 8.85 -2.87 4.92
H 9.32 -1.92 3.49
H 10.53 -2.40 4.70
H 8.20 -0.47 5.21
H 9.89 0.02 4.99
H 10.38 -1.27 6.83
```

The following is a quantum chemistry calculation of a 5-piece molecular cluster, H10O4S2 overall, from the Open Molecules 2025 dataset.

- gap between HOMO and LUMO (eV) = 9.69
- ΔE to the lowest compared entry with this formula, charge and spin (kJ/mol) = 113.0
- SMILES string = SS.O.O.O.O
- multiplicity = 1
- HOMO level (eV) = -9.8

Geometry as XYZ:
```
16
H10O4S2 (ωB97M-V/def2-TZVPD)
S -1.22 -0.18 -0.73
S -0.16 1.42 -1.68
H -0.96 0.28 0.50
H -1.13 2.35 -1.65
H 1.68 -2.50 1.52
H 1.75 -1.26 2.16
O 1.52 -2.17 2.42
H 0.84 -2.47 -1.78
H 0.04 -3.26 -0.87
O -0.09 -2.75 -1.68
H 2.21 1.27 0.03
H 3.33 1.15 1.11
O 2.46 0.87 0.86
H -1.49 1.24 3.21
H -1.47 1.21 1.77
O -1.77 1.81 2.48
```

The following is a quantum chemistry calculation of C4H6N2O2 as an isolated structure, from the Open Molecules 2025 dataset.

- gap between HOMO and LUMO (eV) = 9.07
- ΔE to the lowest compared entry with this formula, charge and spin (kJ/mol) = 509.6
- multiplicity = 1
- HOMO level (eV) = -8.7

Geometry as XYZ:
```
14
C4H6N2O2 (ωB97M-V/def2-TZVPD)
C 0.68 -1.03 -0.91
C -0.59 -1.47 -0.97
C 1.05 0.34 -0.33
C 0.39 0.52 1.01
N -1.63 -0.77 -0.41
N -1.43 0.16 0.40
O -2.20 1.00 0.74
O 0.31 1.69 1.61
H 1.59 -1.38 -1.47
H -0.94 -2.40 -1.31
H 2.14 0.42 -0.42
H 0.57 1.00 -1.03
H 0.44 -0.39 1.73
H -0.38 2.31 1.36
```

The following is a quantum chemistry calculation of C25H26N3O9SV as an isolated structure, from the Open Molecules 2025 dataset.

- gap between HOMO and LUMO (spin up / spin down) (eV) = 6.05 / 7.93
- ΔE to the lowest compared entry with this formula, charge and spin (kJ/mol) = 0.7
- multiplicity = 4
- charge = -1
- HOMO level (spin up / spin down) (eV) = -3.8 / -5.6

Geometry as XYZ:
```
65
C25H26N3O9SV (ωB97M-V/def2-TZVPD)
V 0.09 -0.98 -1.41
O -0.12 -1.22 0.73
C 0.19 -0.06 1.55
C 0.89 1.01 0.64
O 1.37 1.97 1.23
O 0.87 0.79 -0.61
C -1.07 0.58 2.07
C -1.01 1.44 3.17
C -2.15 2.08 3.62
C -3.37 1.87 2.99
C -3.44 1.04 1.88
C -2.29 0.40 1.42
C 1.13 -0.58 2.63
C 0.61 -1.23 3.75
C 1.46 -1.83 4.68
C 2.83 -1.80 4.49
C 3.35 -1.16 3.37
C 2.51 -0.55 2.45
H -0.92 -1.65 1.06
H -0.06 1.62 3.65
H -2.09 2.74 4.48
H -4.27 2.37 3.34
H -4.37 0.89 1.36
H -2.35 -0.19 0.52
H -0.46 -1.25 3.91
H 1.04 -2.33 5.54
H 3.49 -2.27 5.20
H 4.42 -1.13 3.21
H 2.92 -0.05 1.59
C 4.91 -3.86 -1.55
O 4.03 -2.77 -1.77
C 2.79 -2.77 -1.23
O 2.09 -1.80 -1.43
N 2.44 -3.85 -0.50
N 1.19 -3.97 0.13
H 5.83 -3.61 -2.05
H 4.51 -4.79 -1.98
H 5.11 -4.00 -0.48
H 3.04 -4.64 -0.42
H 1.11 -3.20 0.79
H 0.45 -3.85 -0.57
C -0.88 6.11 -2.37
C -1.06 4.63 -2.58
C -1.47 3.80 -1.54
C -1.63 2.44 -1.74
C -1.37 1.89 -2.98
C -0.96 2.70 -4.03
C -0.81 4.06 -3.83
S -1.49 0.15 -3.29
O -0.08 -0.28 -3.49
O -2.34 -0.04 -4.44
N -1.98 -0.46 -1.93
C -2.82 -1.66 -2.00
C -2.06 -2.97 -1.72
O -2.70 -4.00 -1.56
O -0.78 -2.86 -1.65
H -1.02 6.38 -1.32
H -1.59 6.68 -2.97
H 0.13 6.42 -2.66
H -1.65 4.22 -0.56
H -1.94 1.79 -0.93
H -0.76 2.26 -5.00
H -0.49 4.69 -4.65
H -3.31 -1.76 -2.97
H -3.62 -1.59 -1.25
```

The following is a quantum chemistry calculation of one molecule with the formula C4H5FO, from the Open Molecules 2025 dataset.

- gap between HOMO and LUMO (eV) = 10.64
- ΔE to the lowest compared entry with this formula, charge and spin (kJ/mol) = 80.6
- SMILES string = C=C[C@@H](F)C=O
- multiplicity = 1
- HOMO level (eV) = -9.9

Geometry as XYZ:
```
11
C4H5FO (ωB97M-V/def2-TZVPD)
C -0.40 -0.03 0.66
C -0.22 0.57 -0.65
C -0.24 -0.21 -1.74
C 0.87 -0.07 1.48
H -1.12 0.61 1.07
H -0.16 1.70 -0.62
H -0.07 0.25 -2.72
H -0.29 -1.30 -1.63
H 1.49 0.77 1.40
O 1.09 -1.04 2.15
F -0.96 -1.25 0.60
```

The following is a quantum chemistry calculation of an isolated ion of composition C6H13ClF3N3OP and charge +1, from the Open Molecules 2025 dataset.

- gap between HOMO and LUMO (eV) = 8.92
- ΔE to the lowest compared entry with this formula, charge and spin (kJ/mol) = 243.5
- SMILES string = CCN/C(NCCC(F)(F)F)=[NH+]/P(O)Cl
- multiplicity = 1
- charge = +1
- HOMO level (eV) = -13.1

Geometry as XYZ:
```
28
C6H13ClF3N3OP (ωB97M-V/def2-TZVPD)
C 3.58 0.89 -0.60
C 2.16 1.38 0.00
N 1.48 0.18 0.53
C 0.48 -0.47 -0.05
N -0.03 0.06 -1.29
C -1.17 1.00 -1.12
C -2.34 0.51 -0.15
C -2.21 0.99 1.35
F -1.05 1.68 1.66
F -2.37 -0.12 2.22
F -3.30 1.83 1.64
N -0.04 -1.62 0.67
P -0.76 -2.84 -0.41
O -2.24 -3.23 0.38
Cl 0.42 -4.59 -0.49
H 3.48 0.75 -1.73
H 3.76 -0.17 -0.19
H 4.44 1.54 -0.29
H 2.33 2.17 0.81
H 1.62 1.92 -0.83
H 1.82 -0.18 1.43
H -0.20 -0.66 -2.00
H -1.63 1.16 -2.15
H -0.81 2.03 -0.79
H -2.50 -0.61 -0.15
H -3.31 0.96 -0.55
H 0.78 -2.08 1.12
H -2.38 -2.48 1.00
```

Number 1: strongest force on any atom 3.8 eV/Å. Number 2: strongest force on any atom 1.5 eV/Å. Number 3: strongest force on any atom 4.7 eV/Å. Number 4: strongest force on any atom 0.1 eV/Å. Number 5: strongest force on any atom 2.8 eV/Å. Number 6: strongest force on any atom 3.1 eV/Å.